Record 1
Below is a molecular structure, C21H37BrF3LiMgN4O7, with properties calculated with ωB97M-V with the def2-TZVPD basis set.

LUMO ... -9.01 eV
E ... -126480.889 eV
Charge ... +2
Spin multiplicity ... 1
HOMO-LUMO gap ... 1.98 eV

Last column: Mulliken charge in e.
CARTESIAN COORDINATES (ANGSTROEM)
C (-3.150, -1.547, 3.603)  -0.7488
C (-3.009, -0.543, 2.501)  -0.0002
C (-2.456, -1.056, 1.033)  -0.7292
Br (-1.512, -2.775, 1.546)  0.0184
N (-1.483, -0.170, 0.289)  1.1261
C (-0.247, 0.309, 1.014)  -0.9112
C (-0.132, 1.949, 1.004)  0.5560
C (-0.721, 2.676, -0.341)  -0.9703
C (1.477, 2.349, 1.084)  -0.6829
C (-1.344, -0.626, -1.146)  -0.7155
N (-0.253, -0.469, -1.968)  -0.0019
N (-2.729, -1.239, -1.443)  0.5400
C (-2.427, -2.536, -2.142)  -0.6386
N (-2.228, -2.177, -3.631)  -0.5307
C (-3.573, -1.236, -0.200)  0.7395
C (-4.539, -2.492, 0.194)  -0.5443
O (-5.907, -2.436, -0.341)  -0.5113
C (-5.951, -2.615, -1.800)  -0.4457
C (-4.408, 0.202, -0.385)  -0.6363
O (-5.452, 0.404, 0.631)  -0.4572
C (-6.082, 1.705, 0.231)  0.7157
C (-7.303, 1.606, -0.864)  -0.7164
O (-5.618, 2.850, 0.762)  -0.4725
H (-4.102, -2.242, 3.721)  0.2205
H (-2.256, -1.706, 4.350)  0.3007
H (-3.350, 0.571, 2.740)  0.3136
H (-0.287, -0.051, 2.149)  0.3482
H (0.722, -0.195, 0.553)  0.2651
H (-0.626, 2.397, 1.974)  0.2520
H (-0.933, 3.823, -0.092)  0.3736
H (-1.732, 2.245, -0.742)  0.1174
H (0.084, 2.643, -1.222)  0.1699
H (1.860, 2.411, 2.201)  0.3104
H (2.071, 1.577, 0.429)  -0.0611
H (1.592, 3.401, 0.565)  0.2876
H (-0.070, 0.480, -2.381)  0.2067
H (0.366, -1.288, -2.232)  0.2595
H (-3.277, -3.337, -2.132)  0.2712
H (-1.387, -2.954, -1.741)  0.4629
H (-1.822, -2.982, -4.156)  0.2736
H (-3.207, -2.036, -4.022)  0.2611
H (-4.653, -2.524, 1.382)  0.0938
H (-4.042, -3.533, -0.093)  0.3788
H (-5.253, -1.862, -2.398)  0.1341
H (-5.656, -3.712, -2.104)  0.2485
H (-7.040, -2.428, -2.190)  0.3176
H (-3.686, 1.134, -0.395)  0.2895
H (-4.878, 0.156, -1.479)  0.2499
H (-6.843, 1.608, -1.965)  0.2688
H (-7.865, 0.591, -0.680)  0.1290
H (-7.979, 2.551, -0.723)  0.3396
C (4.588, 0.905, -2.720)  -0.9949
C (3.476, 1.067, -1.697)  0.6423
O (2.356, 1.408, -2.168)  -0.6953
O (3.818, 0.839, -0.503)  -0.6775
H (4.231, 1.115, -3.732)  0.3033
H (5.406, 1.595, -2.491)  0.2699
H (4.970, -0.120, -2.693)  0.2408
Li (-6.979, -0.915, 0.227)  0.9657
C (6.134, 1.828, 1.500)  -0.9795
C (6.677, 1.424, 2.857)  -0.3031
O (7.084, 0.061, 2.919)  -0.3704
C (8.398, -0.309, 2.415)  0.2146
O (9.341, 0.452, 2.962)  -0.5827
C (8.477, -0.379, 0.840)  0.6772
F (7.330, -0.904, 0.319)  -0.2762
F (9.476, -1.210, 0.424)  -0.2552
F (8.674, 0.808, 0.217)  -0.2031
H (5.527, 1.031, 1.060)  0.3161
H (5.523, 2.732, 1.590)  0.4338
H (6.941, 2.059, 0.804)  0.2047
H (5.856, 1.512, 3.577)  0.3066
H (7.453, 2.115, 3.201)  0.2948
H (8.418, -1.377, 2.676)  0.2660
Mg (10.121, -2.607, -0.535)  1.1370

***

Record 2
Below is a molecular structure, C21H37CeN4O14P2S4Si, with properties calculated with ωB97M-V with the def2-TZVPD basis set.

LUMO ... -0.49 eV
E ... -139735.777 eV
Charge ... -1
Relative energy (zero: lowest compared OMol25 entry of this formula, charge and spin) ... 0.00 kcal/mol
Spin multiplicity ... 1
HOMO-LUMO gap ... 4.49 eV

Last column: Mulliken charge in e.
CARTESIAN COORDINATES (ANGSTROEM)
Ce (12.509, 12.522, 14.533)  1.3167
O (16.141, 14.427, 13.156)  -0.4292
P (15.182, 13.346, 12.503)  0.3863
O (15.819, 12.387, 11.610)  -0.6736
O (14.537, 12.567, 13.703)  0.0865
O (14.189, 14.385, 11.844)  -0.0137
P (12.649, 14.999, 11.990)  -0.5157
O (12.156, 12.494, 11.899)  -0.4113
O (12.368, 14.716, 13.465)  -0.1508
O (11.738, 13.822, 11.243)  -0.1525
H (17.090, 14.488, 12.883)  0.3020
H (12.796, 12.113, 11.251)  0.2924
N (11.300, 14.560, 15.755)  -0.3034
N (9.970, 14.189, 15.915)  -0.1556
C (9.426, 13.094, 15.212)  0.6101
O (8.261, 12.769, 15.478)  -0.7177
O (10.257, 12.538, 14.382)  -0.4839
H (11.792, 15.021, 16.526)  0.2052
H (11.415, 15.122, 14.856)  0.4520
H (9.406, 14.601, 16.652)  0.2017
O (12.605, 11.730, 16.518)  -0.2799
O (13.649, 12.794, 16.612)  -0.0191
S (12.461, 9.041, 8.158)  -0.4249
C (12.129, 8.825, 9.768)  0.1822
S (13.282, 9.189, 10.990)  -0.0779
C (12.079, 8.956, 12.233)  0.3311
N (10.961, 8.381, 11.772)  -0.8717
N (10.983, 8.279, 10.356)  0.5863
C (9.892, 7.622, 9.741)  0.5212
C (8.717, 7.378, 10.513)  -0.2484
C (7.649, 6.641, 10.048)  -0.6501
C (7.652, 6.263, 8.721)  -0.2185
C (8.764, 6.469, 7.925)  -0.6782
C (9.878, 7.167, 8.402)  -0.2898
S (12.494, 9.345, 13.813)  -0.4070
H (8.737, 7.754, 11.521)  0.4561
H (6.779, 6.464, 10.692)  0.3235
H (6.771, 5.752, 8.312)  0.3169
H (8.733, 6.085, 6.877)  0.2792
H (10.729, 7.382, 7.768)  0.1734
C (17.041, 15.696, 19.350)  -1.4187
C (18.259, 14.955, 18.886)  1.5882
C (18.978, 15.673, 17.742)  -1.6105
C (19.242, 14.586, 19.998)  -1.3459
O (17.844, 13.736, 18.262)  0.3324
Si (16.676, 12.597, 18.490)  -0.7300
S (14.614, 13.294, 18.312)  -0.3097
O (16.873, 11.458, 17.387)  0.3461
C (17.840, 10.986, 16.359)  1.9349
C (16.908, 10.491, 15.276)  -1.2863
C (18.612, 12.200, 15.933)  -1.4195
C (18.659, 9.933, 17.013)  -1.8344
O (16.889, 11.969, 19.953)  -0.0627
C (15.998, 11.275, 20.912)  1.6512
C (15.015, 10.446, 20.109)  -1.2505
C (16.972, 10.349, 21.561)  -1.6146
C (15.381, 12.381, 21.741)  -1.3728
H (17.299, 16.720, 19.677)  0.4369
H (16.665, 15.141, 20.275)  0.2137
H (16.170, 15.760, 18.675)  0.2422
H (19.321, 16.660, 18.157)  0.4443
H (18.257, 15.881, 16.935)  0.3500
H (19.834, 15.079, 17.366)  0.3066
H (19.695, 15.512, 20.424)  0.3977
H (20.075, 13.976, 19.626)  0.3014
H (18.675, 14.057, 20.784)  0.1640
H (16.176, 11.186, 14.900)  -0.0512
H (16.344, 9.628, 15.678)  0.3489
H (17.469, 10.156, 14.366)  0.4066
H (17.918, 13.024, 15.741)  0.2810
H (19.192, 11.932, 14.997)  0.5090
H (19.377, 12.478, 16.716)  0.2023
H (18.018, 9.124, 17.370)  0.2859
H (19.264, 10.329, 17.844)  0.3240
H (19.341, 9.537, 16.262)  0.4545
H (15.504, 9.896, 19.284)  0.2204
H (14.182, 11.011, 19.592)  0.2518
H (14.431, 9.728, 20.738)  0.4721
H (17.523, 9.742, 20.801)  0.2904
H (16.429, 9.645, 22.202)  0.4309
H (17.706, 10.932, 22.136)  0.3423
H (14.669, 12.986, 21.129)  0.1998
H (16.180, 12.980, 22.223)  0.2660
H (14.788, 11.944, 22.555)  0.4614

***

Record 3
Below is a gas-phase ion, C21H37Cl2F3N4O8P (charge +1), with properties calculated with ωB97M-V with the def2-TZVPD basis set.

LUMO ... -5.24 eV
E ... -87185.403 eV
SMILES string ... CCOCCOCCOC[C@]1(CN)[C@H]([C@H](Cl)[C@H](C)Cl)[N+](COO)=C(C(F)(F)F)[C@@]1(N(C(C)=O)C(C)=O)P(N)O
Charge ... +1
Spin multiplicity ... 1
HOMO-LUMO gap ... 5.85 eV

Last column: Mulliken charge in e.
CARTESIAN COORDINATES (ANGSTROEM)
C (1.271, -3.631, 5.212)  -0.6947
C (2.269, -4.406, 4.186)  -0.1654
O (1.592, -5.572, 3.662)  -0.3709
C (1.283, -5.444, 2.258)  -0.4755
C (-0.240, -5.015, 1.964)  -0.3317
O (-0.607, -3.749, 2.567)  -0.3591
C (-1.035, -2.810, 1.535)  -0.3620
C (0.298, -2.114, 0.963)  0.2888
O (-0.015, -0.701, 0.705)  -0.1012
C (-0.970, -0.572, -0.360)  -2.5278
C (-0.759, 0.687, -1.324)  1.7208
C (-1.439, 0.130, -2.688)  -1.4355
N (-2.771, -0.524, -2.505)  -0.4161
C (0.738, 1.011, -1.877)  -1.8203
C (1.910, -0.038, -1.665)  0.3831
Cl (2.937, 0.129, -0.178)  -0.0559
C (2.892, -0.213, -2.975)  0.2540
C (2.891, -1.776, -3.416)  -1.1654
Cl (4.651, 0.165, -2.530)  -0.1452
N (0.993, 2.507, -1.831)  0.9196
C (2.197, 3.130, -2.438)  -0.5268
O (3.211, 3.594, -1.542)  -0.2693
O (2.998, 3.253, -0.237)  -0.1055
C (-0.058, 3.127, -1.280)  -1.1845
C (-0.080, 4.745, -1.245)  0.3022
F (-0.243, 5.247, -2.573)  -0.2362
F (1.081, 5.315, -0.722)  -0.1757
F (-1.153, 5.276, -0.525)  -0.1863
C (-1.251, 2.145, -0.749)  1.6551
N (-1.194, 2.043, 0.722)  1.4894
C (-2.464, 2.165, 1.445)  0.1897
C (-3.169, 0.841, 2.054)  -0.7391
O (-3.067, 3.243, 1.710)  -0.4810
C (-0.087, 2.731, 1.395)  0.2956
C (-0.105, 4.144, 2.126)  -1.3266
O (1.001, 2.097, 1.483)  -0.4175
P (-2.908, 2.863, -1.473)  -0.1838
N (-4.251, 1.731, -1.134)  -0.5370
O (-2.730, 3.055, -3.197)  -0.5045
H (0.438, -4.323, 5.582)  0.2188
H (1.876, -3.196, 6.087)  0.3336
H (0.834, -2.756, 4.620)  0.0582
H (3.172, -4.727, 4.802)  0.3462
H (2.601, -3.651, 3.401)  0.0985
H (2.039, -4.795, 1.679)  0.2519
H (1.395, -6.503, 1.810)  0.3172
H (-0.342, -5.022, 0.812)  0.2930
H (-0.961, -5.801, 2.396)  0.3260
H (-1.644, -3.309, 0.709)  0.3595
H (-1.741, -2.060, 2.045)  -0.0796
H (1.079, -2.116, 1.794)  0.0145
H (0.694, -2.596, -0.003)  0.1253
H (-0.837, -1.506, -1.032)  0.9171
H (-2.062, -0.641, 0.005)  0.4481
H (-0.735, -0.723, -3.033)  0.5511
H (-1.454, 0.875, -3.549)  0.3132
H (-3.462, 0.085, -2.988)  0.3011
H (-2.741, -1.361, -3.121)  0.3076
H (0.602, 0.919, -3.028)  0.6863
H (1.409, -1.075, -1.581)  -0.2197
H (2.533, 0.378, -3.878)  0.3312
H (1.810, -2.170, -3.508)  0.2484
H (3.481, -1.956, -4.379)  0.3869
H (3.369, -2.384, -2.573)  0.3402
H (1.824, 4.060, -3.017)  0.3643
H (2.708, 2.485, -3.242)  0.2516
H (3.907, 3.114, 0.136)  0.3131
H (-3.703, 0.241, 1.249)  0.2518
H (-2.302, 0.190, 2.444)  0.1104
H (-3.818, 1.079, 2.959)  0.3710
H (0.052, 4.046, 3.265)  0.3756
H (-1.061, 4.750, 1.968)  0.3182
H (0.754, 4.830, 1.777)  0.2853
H (-4.724, 1.585, -2.041)  0.2471
H (-4.957, 2.194, -0.542)  0.3111
H (-3.652, 3.027, -3.545)  0.3278